Record 1
DFT (ωB97M-V with the def2-TZVPD basis set) results for C44H37AgN10OP2Si as an isolated structure at a distorted geometry.

total charge = -2
ΔE to the lowest compared entry with this formula, charge and spin = 6.1 kcal/mol
maximum force = 2.984 eV Å⁻¹
DFT total energy = -93632.8866 eV

Cartesian coordinates (Å):
Ag 0.0205 0.5717 1.3886
N 1.2905 1.8621 -1.3973
P -0.1907 2.5716 -0.7812
C -1.2541 2.3678 -2.2266
C -1.3748 1.0550 -2.7583
C -2.1518 0.8144 -3.8801
C -2.8138 1.8619 -4.5358
C -2.6299 3.1531 -4.0709
C -1.9297 3.3830 -2.8752
C 0.3209 4.3384 -0.6713
C 0.1653 4.8899 0.6114
C 0.3626 6.2457 0.8032
C 0.6513 7.0549 -0.2816
C 0.8692 6.5083 -1.5155
C 0.7099 5.1164 -1.7324
P 2.1587 0.9442 -0.2022
C 2.9670 -0.2083 -1.3286
C 3.1286 -1.5649 -1.0015
C 3.9165 -2.4094 -1.7620
C 4.4584 -1.9340 -2.9582
C 4.1318 -0.6524 -3.4117
C 3.4187 0.2403 -2.5871
C 3.4349 2.2483 0.3025
C 3.5276 2.5575 1.6767
C 4.6107 3.2652 2.1547
C 5.4754 3.9362 1.2536
C 5.3016 3.7277 -0.1032
C 4.3611 2.7991 -0.5498
H 1.1362 1.4053 -2.3073
H -0.9539 0.2027 -2.2538
H -2.2173 -0.2040 -4.2552
H -3.3692 1.6739 -5.4778
H -3.0132 3.9951 -4.6446
H -1.9240 4.4262 -2.4155
H 0.0408 4.2530 1.4912
H 0.3080 6.6666 1.7811
H 0.7194 8.1184 -0.1698
H 1.1660 7.1760 -2.3371
H 0.7575 4.6571 -2.7201
H 2.7383 -1.9596 -0.0537
H 4.0750 -3.4524 -1.4038
H 5.2132 -2.4778 -3.5074
H 4.4961 -0.2908 -4.3528
H 3.2803 1.2830 -2.8543
H 2.7218 2.1545 2.3116
H 4.8108 3.3559 3.2169
H 6.3289 4.5474 1.6085
H 5.9817 4.2146 -0.8362
H 4.2974 2.5515 -1.5882
N -0.2391 0.3839 4.9711
C 1.0447 0.0439 4.6350
N 1.8840 -0.5278 5.5092
N 3.0513 -0.6396 4.8764
N 2.8774 -0.1837 3.5820
N 1.6572 0.3312 3.4697
C -1.1819 1.0380 4.2014
N -2.3628 1.4378 4.7161
N -3.0114 2.0570 3.7090
N -2.2459 1.9732 2.5989
N -1.0693 1.4220 2.9216
H -0.5186 0.1672 5.9126
O -0.8333 -1.2988 0.5145
Si -1.7616 -2.5525 0.5011
C -1.4580 -3.7821 -0.9090
C -0.3088 -4.5596 -0.7905
C 0.0465 -5.4347 -1.8009
C -0.7607 -5.5890 -2.9474
C -1.8754 -4.7051 -3.0941
C -2.2069 -3.8152 -2.0706
C -3.5398 -2.1282 0.1846
C -4.4737 -3.1468 0.0142
C -5.7899 -2.8800 -0.3562
C -6.1905 -1.5199 -0.4963
C -5.2117 -0.5057 -0.4049
C -3.9197 -0.8062 -0.0138
C -1.5567 -3.6039 2.0629
C -1.0572 -2.9371 3.1946
C -0.5109 -3.6257 4.2929
C -0.4265 -5.0181 4.2496
C -0.9026 -5.7031 3.1020
C -1.4734 -4.9812 2.0640
H 0.3075 -4.4850 0.1177
H 0.9877 -5.9247 -1.5923
H -0.5115 -6.4300 -3.5955
H -2.4900 -4.7643 -3.9984
H -3.0633 -3.1606 -2.2384
H -4.1744 -4.1634 0.1773
H -6.5467 -3.6747 -0.4668
H -7.1987 -1.2252 -0.7250
H -5.4266 0.5434 -0.6241
H -3.1905 0.0123 0.1263
H -1.0728 -1.8414 3.1940
H -0.1476 -2.9487 5.1165
H 0.0116 -5.5573 5.0825
H -0.8359 -6.7849 3.0098
H -1.8539 -5.5454 1.2245

Force components x, y, z for each atom (eV/Å):
1.28 -0.64 -1.11
-0.92 -0.14 -0.79
0.94 -0.50 1.00
0.16 -0.67 -0.90
-0.50 0.61 0.05
-0.18 0.09 -0.05
0.51 -0.23 -0.72
-0.21 0.09 0.40
-0.25 1.77 0.21
-1.09 -0.70 0.49
0.78 0.01 0.26
-0.07 -0.35 -0.31
0.06 0.04 0.29
0.27 -0.79 -1.57
-0.23 1.28 -0.14
-0.78 1.01 0.87
0.61 -0.20 -1.05
0.03 0.28 1.07
0.09 -0.58 -0.34
-0.11 0.49 0.11
-0.30 0.45 1.05
0.44 -1.21 0.31
-0.02 -0.86 0.60
-0.86 -0.95 -0.34
0.66 1.18 -0.30
-0.01 -0.52 0.58
0.74 0.06 -0.70
-0.04 0.63 -0.19
0.32 0.26 0.65
0.37 -0.14 0.26
-0.13 0.13 0.09
0.37 0.13 0.78
-0.17 -0.11 0.29
0.18 -1.42 -0.88
-0.43 -0.02 -0.43
-0.18 0.21 0.57
0.16 0.43 0.17
-0.21 -0.41 0.25
0.28 0.29 0.14
-0.03 0.41 -0.37
0.02 0.97 -0.42
-0.25 -0.41 -0.17
0.26 0.03 -0.37
-0.03 -0.24 -0.23
0.75 0.03 0.06
-0.32 0.03 -0.02
-0.74 -0.40 -0.13
-0.55 -0.38 0.58
0.17 0.04 -0.53
-0.78 0.01 0.12
1.64 0.36 -0.42
-0.34 0.24 -0.07
-0.85 0.36 -2.84
0.97 -0.16 2.69
-0.72 -0.90 0.46
-0.86 0.97 0.04
0.47 0.05 -0.30
1.75 -1.16 -1.53
-1.30 1.19 1.81
-0.99 -0.24 1.38
-0.01 0.10 -0.08
0.34 0.11 -0.37
-0.21 -0.04 0.23
0.39 0.72 0.83
-0.21 0.11 -0.30
-0.18 0.18 0.04
-0.18 0.77 1.01
0.91 -1.34 -0.15
0.16 -0.47 -1.04
-0.21 0.09 0.25
-0.80 0.44 -0.21
-0.77 1.19 0.39
1.54 -0.30 -0.30
-0.77 -0.19 0.11
0.38 0.30 -0.15
0.68 0.84 0.30
-0.02 -0.12 0.08
-0.17 1.18 -0.05
-0.21 -0.03 -0.61
0.14 0.59 1.02
-0.14 -0.87 0.15
-0.25 -0.01 -0.50
-0.03 -0.69 -0.63
-0.26 0.54 -0.37
0.18 0.00 0.30
0.20 -0.10 0.29
0.16 -0.49 -0.02
0.51 0.37 0.09
-0.34 -0.19 -0.16
-0.34 -0.33 0.20
-0.32 -0.58 -0.10
0.11 -0.37 0.10
-0.21 -1.27 -0.67
0.02 -0.06 -0.09
0.03 0.12 0.21
0.04 -0.04 -0.25

***

Record 2
DFT (ωB97M-V with the def2-TZVPD basis set) results for C15H40AlO12P2 as an isolated structure at a distorted geometry.

total charge = -1
maximum force = 1.236 eV Å⁻¹
DFT total energy = -65947.5175 eV

Cartesian coordinates (Å):
C -4.7569 -3.4083 -1.8023
C -6.1538 -3.5238 -2.4587
Al -7.3634 -1.9434 -2.3210
O -8.7815 -2.2409 -3.3896
C -8.1060 -1.6619 -0.4449
O -9.0987 -0.6190 -0.3360
O -10.2899 -0.9967 -1.0374
P -6.4217 0.1050 -3.1227
P -4.4079 0.3759 -2.4519
O -3.3863 -0.2510 -3.2814
O -4.1821 1.9883 -2.4752
O -4.1989 -0.0325 -0.9088
H -4.4106 -4.3833 -1.4591
H -4.7630 -2.7167 -0.9636
H -4.0356 -3.0567 -2.5353
H -6.0782 -3.8216 -3.5039
H -6.6925 -4.3373 -1.9625
H -8.6801 -1.7115 -4.1874
H -7.3185 -1.3043 0.2220
H -8.5056 -2.5871 -0.0061
H -10.1292 -1.9055 -1.3345
H -7.0874 1.1184 -2.3912
H -5.0438 2.4097 -2.3527
H -5.0394 -0.0029 -0.4334
C 2.7497 2.6837 2.1818
O 1.5060 2.1885 1.7512
C 0.3762 2.6289 2.4799
C -0.7290 3.1757 1.6009
O -0.4252 4.3493 0.8719
C 0.5203 4.2936 -0.1821
C 0.1188 3.4763 -1.3927
O 0.0053 2.1008 -1.1140
C -1.2306 1.5083 -1.5110
H 3.2163 1.9869 2.8882
H 3.3944 2.7759 1.3059
H 2.6632 3.6707 2.6465
H 0.6619 3.3850 3.2202
H -0.0366 1.7697 3.0242
H -1.5356 3.4712 2.2780
H -1.1375 2.3973 0.9546
H 1.5061 3.9947 0.1831
H 0.6141 5.3299 -0.5200
H 0.9070 3.6102 -2.1480
H -0.8137 3.8731 -1.8082
H -2.0612 2.2058 -1.4036
H -1.4129 0.6539 -0.8605
H -1.1852 1.1524 -2.5413
C 6.3848 1.1895 2.8255
O 5.7611 -0.0302 2.4961
C 4.9724 -0.0184 1.3171
C 5.3120 -1.1410 0.3617
O 6.6139 -1.1170 -0.1972
C 7.7382 -1.3417 0.6279
C 7.8799 -2.7368 1.1990
O 6.8609 -3.0685 2.1218
C 6.1856 -4.2801 1.8682
H 5.7646 1.7765 3.5116
H 7.3294 0.9620 3.3227
H 6.6020 1.7891 1.9364
H 5.0615 0.9398 0.7954
H 3.9233 -0.1384 1.6111
H 4.6393 -1.0286 -0.4916
H 5.0862 -2.1134 0.8043
H 7.8152 -0.5875 1.4144
H 8.5974 -1.1929 -0.0327
H 8.8405 -2.7738 1.7300
H 7.9199 -3.4636 0.3806
H 6.0898 -4.4766 0.7962
H 5.1842 -4.1986 2.2905
H 6.6968 -5.1241 2.3438

Force components x, y, z for each atom (eV/Å):
-0.44 -0.30 -0.57
0.21 0.43 0.49
-0.76 -0.98 0.01
0.59 0.43 0.15
0.14 0.12 -0.64
0.12 0.01 0.35
-0.27 -0.02 0.02
-0.11 0.14 -0.62
-0.23 0.45 -0.30
0.51 -0.49 -0.25
-0.48 0.01 0.26
-0.21 0.08 0.33
0.17 -0.05 0.18
0.18 0.02 0.16
0.17 0.26 0.08
0.09 -0.06 -0.14
-0.23 -0.05 -0.01
-0.29 -0.16 -0.03
0.07 -0.04 0.21
-0.05 -0.02 0.26
0.21 0.13 -0.25
0.19 -0.03 0.30
0.17 0.17 -0.04
0.07 -0.05 0.02
-0.04 -0.16 0.00
-0.01 0.18 -0.13
0.02 -0.12 0.14
-0.23 -0.17 -0.10
-0.01 0.19 0.12
0.17 0.09 -0.01
0.10 -0.14 -0.16
-0.14 0.05 0.19
0.29 -0.06 0.03
0.06 0.11 0.06
0.03 -0.04 0.01
-0.02 0.00 0.02
0.07 0.04 -0.06
-0.06 0.07 0.08
0.00 0.02 0.00
0.20 -0.03 -0.04
-0.08 -0.18 -0.02
-0.03 0.01 0.00
-0.06 0.15 -0.04
-0.03 -0.03 0.04
0.02 0.03 -0.01
0.04 -0.04 -0.03
-0.09 0.04 -0.03
-0.06 -0.07 0.08
0.18 0.00 -0.15
-0.16 0.05 0.14
-0.17 -0.23 0.03
0.01 0.05 -0.20
0.10 0.18 0.06
0.12 -0.10 0.16
-0.14 0.08 -0.15
0.03 0.00 0.10
0.01 0.07 -0.05
-0.02 0.00 0.05
-0.01 0.01 -0.01
0.09 0.02 0.03
-0.05 0.04 -0.16
0.02 0.02 -0.03
0.11 0.07 0.15
-0.12 -0.13 0.10
0.00 -0.01 -0.01
0.07 -0.03 -0.13
-0.08 -0.01 0.00
0.01 0.00 -0.01
0.01 0.00 0.05
0.01 -0.04 -0.07

***

Record 3
DFT (ωB97M-V with the def2-TZVPD basis set) results for one molecule with the formula C2H2F2I2O.

ΔE to the lowest compared entry with this formula, charge and spin = 0.0 kcal/mol
maximum force = 0.577 eV Å⁻¹
structure (SMILES) = O[C@H](I)C(F)(F)I
DFT total energy = -25789.7583 eV

Cartesian coordinates (Å):
O 1.1767 -0.6368 0.6848
C 0.0815 0.1637 0.5360
I -1.5338 -0.3542 1.9384
C -0.4470 0.0023 -0.8741
F -1.4448 0.8632 -1.1146
F -0.9227 -1.2180 -1.1144
I 1.1685 0.4066 -2.2742
H 1.6441 -0.4549 1.5101
H 0.2776 1.2280 0.7081

Force components x, y, z for each atom (eV/Å):
0.30 -0.36 0.18
-0.30 0.36 0.33
0.25 0.13 -0.15
0.20 0.11 -0.45
0.00 0.25 0.11
0.08 -0.37 0.01
-0.21 0.02 0.02
-0.20 0.07 -0.09
-0.12 -0.21 0.02

***

Record 4
DFT (ωB97M-V with the def2-TZVPD basis set) results for C51H56CrF3N4OPS as an isolated structure.

total charge = +1
maximum force = 0.661 eV Å⁻¹
spin multiplicity = 4
DFT total energy = -118499.4298 eV

Cartesian coordinates (Å):
Cr -0.5012 0.1512 -0.5371
C 2.4750 1.3751 -4.1087
C 2.4645 0.0932 -3.2748
C 3.8572 -0.5469 -3.2676
C 1.4068 -0.8736 -3.7808
C 1.3691 -1.1573 -5.1430
C 0.4054 -1.9928 -5.6778
C -0.5500 -2.5534 -4.8506
C -0.5501 -2.3077 -3.4840
C -1.5952 -2.9320 -2.5878
C -1.1620 -4.3330 -2.1549
C -2.9881 -2.9497 -3.2127
C 0.4505 -1.4898 -2.9704
N 0.5051 -1.3020 -1.5192
C 1.5008 -1.9189 -0.9830
C 1.9880 -2.0632 0.3641
C 3.1124 -2.8253 0.5444
C 3.3519 -2.9386 1.9185
C 2.3556 -2.2789 2.5901
N 1.4687 -1.7100 1.6445
C 2.1482 -2.4193 4.0879
C 1.9546 -1.0937 4.8262
C 3.3941 -3.0578 4.7173
C 0.9891 -3.4187 4.2845
H 1.4812 1.8240 -4.1583
H 2.8042 1.1785 -5.1269
H 3.1693 2.0974 -3.6818
H 2.2184 0.3727 -2.2423
H 4.1088 -0.9249 -4.2581
H 3.9273 -1.3829 -2.5718
H 4.6140 0.1852 -2.9857
H 2.0963 -0.7005 -5.7969
H 0.3895 -2.1917 -6.7398
H -1.3180 -3.1864 -5.2699
H -1.6642 -2.3120 -1.6901
H -1.0583 -4.9881 -3.0211
H -1.8991 -4.7712 -1.4826
H -0.2012 -4.3164 -1.6365
H -3.0819 -3.7138 -3.9850
H -3.2339 -1.9844 -3.6535
H -3.7292 -3.1710 -2.4445
H 2.1343 -2.4896 -1.6633
H 3.6794 -3.2729 -0.2523
H 4.1451 -3.4954 2.3749
H 2.8732 -0.5080 4.7883
H 1.7238 -1.2974 5.8726
H 1.1604 -0.4745 4.4333
H 4.2822 -2.4474 4.5569
H 3.5795 -4.0600 4.3373
H 3.2361 -3.1401 5.7926
H 0.1132 -3.1961 3.6790
H 0.6981 -3.4542 5.3345
H 1.3175 -4.4154 3.9906
C 1.3692 4.2522 0.8775
C 0.7242 3.8467 -0.4417
C 1.5674 2.8197 -1.1814
C -0.7124 3.3327 -0.3265
C -1.6463 4.1979 0.5206
O -1.7607 3.4628 1.7667
C -1.3279 2.2339 1.5160
N -0.7895 2.0218 0.3679
C -1.5783 1.2333 2.5699
C -2.6716 1.4780 3.3921
C -3.0895 0.5387 4.3209
C -2.4083 -0.6583 4.4157
C -1.2892 -0.8925 3.6257
C -0.8352 0.0412 2.7109
P 0.6253 -0.1707 1.6089
C -1.8344 -1.1434 0.3194
C -3.1180 -0.6566 0.5572
C -4.0687 -1.4408 1.1984
C -3.7571 -2.7273 1.6106
C -2.4883 -3.2343 1.3584
C -1.5413 -2.4493 0.7171
C 1.8857 0.9479 2.2869
C 3.1202 0.9690 1.6346
C 4.1305 1.8068 2.0763
C 3.9146 2.6335 3.1705
C 2.6914 2.6185 3.8226
C 1.6783 1.7778 3.3854
H 2.3846 4.6039 0.7010
H 1.4342 3.4051 1.5630
H 0.8341 5.0560 1.3812
H 0.6400 4.7383 -1.0742
H 1.6625 1.9041 -0.5835
H 2.5793 3.1850 -1.3540
H 1.1230 2.5622 -2.1410
H -1.0999 3.1964 -1.3366
H -2.6533 4.2874 0.1073
H -1.2476 5.1806 0.7558
H -3.2148 2.4031 3.2715
H -3.9521 0.7347 4.9395
H -2.7361 -1.4241 5.1035
H -0.7874 -1.8349 3.7268
H -3.3850 0.3468 0.2319
H -5.0603 -1.0449 1.3665
H -4.4995 -3.3364 2.1055
H -2.2393 -4.2468 1.6472
H -0.5741 -2.8941 0.5086
H 3.2965 0.3258 0.7801
H 5.0824 1.8174 1.5656
H 4.7018 3.2904 3.5145
H 2.5226 3.2601 4.6750
H 0.7325 1.7743 3.9096
F -2.3794 1.5498 -5.3939
C -2.3362 2.7384 -4.7914
F -1.0398 3.0378 -4.5991
F -2.7978 3.6336 -5.6769
C -3.1119 2.7806 -3.4935
C -4.1777 3.6504 -3.3725
C -4.8554 3.7391 -2.1621
C -4.3901 2.9685 -1.1150
N -3.3687 2.1206 -1.2155
C -2.7557 1.9864 -2.3878
S -1.5051 0.7677 -2.5705
H -4.4740 4.2552 -4.2159
H -5.7041 4.3941 -2.0383
H -4.8547 3.0276 -0.1374

Force components x, y, z for each atom (eV/Å):
-0.56 0.30 -0.20
-0.05 -0.01 0.02
-0.04 -0.05 0.18
-0.05 0.04 -0.01
0.07 -0.02 -0.06
-0.11 -0.03 0.03
0.05 0.05 0.05
-0.04 0.00 0.02
-0.19 -0.12 -0.14
0.02 0.14 0.16
-0.01 0.02 -0.02
0.03 -0.03 0.01
0.07 0.13 0.23
0.59 -0.10 -0.07
-0.08 -0.03 -0.02
-0.23 -0.19 0.01
0.02 0.10 0.08
-0.18 0.08 -0.07
-0.04 -0.02 0.03
0.18 0.22 0.05
0.00 0.02 -0.09
-0.12 -0.06 0.01
-0.01 -0.02 0.02
0.04 -0.01 0.03
0.03 -0.03 -0.03
0.02 -0.01 -0.07
0.03 0.06 0.04
0.01 -0.02 -0.13
0.02 0.00 -0.06
-0.03 -0.06 0.04
0.03 0.04 0.02
0.06 0.02 -0.07
0.01 -0.02 -0.05
-0.05 -0.05 -0.04
0.01 -0.13 -0.26
0.00 -0.03 -0.04
-0.05 -0.02 0.04
0.06 0.01 0.03
0.01 -0.03 -0.05
-0.01 0.06 0.01
-0.02 -0.03 0.03
-0.03 0.00 0.02
0.07 -0.05 -0.09
0.09 -0.06 0.04
0.02 0.03 -0.02
0.01 -0.01 0.03
-0.21 -0.03 -0.02
0.04 0.03 -0.02
0.01 -0.05 0.00
-0.01 0.00 0.02
0.14 -0.13 0.02
-0.05 0.01 0.04
0.03 -0.03 0.00
-0.05 -0.14 0.04
0.01 0.14 -0.07
-0.01 -0.03 0.04
-0.05 0.03 -0.15
-0.04 0.14 -0.08
0.06 -0.08 -0.04
0.05 -0.22 0.16
-0.18 0.05 0.31
0.10 0.09 0.02
-0.02 -0.03 0.01
0.05 -0.02 -0.05
0.02 0.06 -0.06
0.05 0.05 0.01
0.13 0.09 0.12
0.14 -0.17 0.12
0.11 0.12 -0.09
-0.01 0.12 -0.03
0.01 0.00 -0.01
0.12 -0.04 -0.02
-0.10 0.03 0.00
0.06 -0.04 -0.08
0.00 0.03 -0.04
-0.05 0.01 0.02
-0.05 -0.01 0.01
0.02 0.02 0.00
-0.02 -0.07 -0.01
0.00 0.03 -0.04
0.05 0.02 -0.02
-0.02 0.09 -0.10
-0.05 0.04 0.03
0.07 0.00 -0.01
0.01 0.01 0.02
0.03 0.02 -0.01
-0.03 -0.01 -0.03
0.09 0.12 0.18
0.23 0.02 0.03
0.00 0.01 -0.02
-0.01 0.03 0.01
-0.05 0.01 0.04
-0.02 -0.04 0.05
0.02 0.11 -0.01
0.05 -0.12 0.02
-0.09 0.03 0.02
-0.05 -0.05 0.04
0.01 -0.06 0.02
-0.03 0.04 0.01
0.00 -0.05 -0.05
0.05 -0.01 -0.02
0.02 0.01 0.01
-0.01 0.04 0.05
-0.05 -0.02 0.01
-0.10 -0.27 -0.04
0.01 -0.02 0.02
0.23 0.11 0.12
-0.18 0.16 0.01
-0.05 0.11 -0.12
-0.05 0.01 0.09
0.09 -0.04 -0.04
-0.14 0.04 -0.13
-0.18 -0.05 0.06
0.15 -0.20 -0.10
0.18 -0.19 0.07
-0.02 0.04 -0.04
-0.02 0.03 0.01
-0.06 0.00 0.05